21
Properties=species:S:1:pos:R:3 method="wB97M-V/def2-TZVPD" gap_ev=9.46 e_tot_ha=-3623.696319 e_lumo_ha=-0.02012
O -3.2396 -0.1333 -1.2781
C -2.1606 -0.1007 -0.7757
C -1.1346 1.0362 -0.8046
C -0.1888 0.8171 0.4058
O -0.6380 1.5561 1.5259
C 1.1860 1.3817 0.2341
C 2.1909 0.5290 0.0479
Br 4.0378 1.0582 -0.1138
C 2.0535 -0.8958 0.0713
O 3.0640 -1.5523 0.2958
C 0.7453 -1.5131 -0.3325
Cl 0.7587 -3.2339 -0.0532
C -0.3345 -0.7000 0.6642
N -1.7066 -1.0046 0.1846
H -0.5551 0.9086 -1.6713
H -1.7328 1.9046 -0.9967
H -1.5613 1.5142 1.6096
H 1.2463 2.4935 0.4191
H 0.2854 -1.1556 -1.3802
H -0.0956 -0.9951 1.6198
H -2.2204 -1.9149 0.3281

100
Properties=species:S:1:pos:R:3 method="wB97M-V/def2-TZVPD" gap_ev="2.33 / 5.82" e_tot_ha=-2810.185235 charge=-1 e_lumo_ha="0.04582 / 0.04582" spin_multiplicity=2
C -2.7160 -1.7050 5.2661
N -2.7784 -1.4754 6.6847
O -1.7531 -1.4905 7.3780
O -3.9187 -1.3636 7.1581
H -3.7146 -1.7220 4.8297
H -2.3224 -2.7204 5.2190
H -1.9959 -1.0152 4.8258
C 0.2089 1.4894 2.9704
N -0.1752 1.9918 4.3781
O -0.5462 1.1365 5.1308
O -0.0129 3.2142 4.6609
H -0.2732 2.1337 2.2353
H -0.1372 0.4562 2.9960
H 1.2930 1.3840 3.0125
C -1.5759 -6.2522 1.8595
N -0.5123 -7.1344 1.4013
O 0.1165 -7.7237 2.2607
O -0.3195 -7.1865 0.1645
H -1.7629 -5.6363 0.9798
H -1.2982 -5.6711 2.7389
H -2.3698 -6.9441 2.1407
C 1.4751 -4.7924 -0.1932
N 1.5747 -4.0974 1.0935
O 0.9317 -4.4866 1.9732
O 2.3946 -3.1709 1.2695
H 1.7922 -5.8324 -0.1163
H 2.1421 -4.2363 -0.8519
H 0.4320 -4.6459 -0.4736
C 5.7649 -1.1160 -2.7189
N 4.3079 -1.2637 -3.1269
O 3.4977 -1.5536 -2.2406
O 3.9858 -0.8754 -4.2099
H 6.2510 -0.5801 -3.5341
H 6.1122 -2.1492 -2.7128
H 5.7128 -0.5846 -1.7686
C 1.1333 -2.8534 -4.9452
N 0.1520 -2.8596 -6.0285
O 0.0154 -1.8578 -6.6870
O -0.5849 -3.8778 -6.1391
H 0.8176 -3.3331 -4.0188
H 1.5263 -1.8581 -4.7377
H 1.9574 -3.3966 -5.4076
C -5.0084 0.8627 2.5962
N -4.6717 0.9440 3.9529
O -5.5190 1.2009 4.8247
O -3.5115 1.0754 4.1481
H -5.4851 -0.1109 2.4824
H -4.1531 0.8909 1.9210
H -5.7029 1.6440 2.2873
C -4.4442 0.2364 -2.6993
N -4.6530 1.1649 -1.5807
O -4.4792 2.3599 -1.8350
O -5.0199 0.7149 -0.4563
H -3.4192 -0.1342 -2.6831
H -4.5482 0.7628 -3.6480
H -5.2173 -0.5319 -2.6896
C -0.2026 7.6741 0.6434
O -0.7226 6.3214 0.7923
C 0.1675 5.3927 1.3438
C 0.9854 4.6758 0.2422
O 0.3650 3.6014 -0.3802
C -0.6085 3.8720 -1.3287
H -1.0572 8.3499 0.6134
H 0.2704 7.8974 -0.3129
H 0.4838 8.0272 1.4130
H -0.3638 4.6185 1.8975
H 0.8316 5.9283 2.0222
H 1.8763 4.2684 0.7200
H 1.2932 5.3778 -0.5328
H -1.3290 4.6337 -1.0308
H -1.1696 2.9540 -1.5031
H -0.1732 4.2441 -2.2562
C 0.4964 -0.0390 -0.5602
O -0.4618 -0.3644 -1.5170
C -0.6553 -1.7441 -1.5800
C -1.6328 -2.3107 -0.5915
O -1.1546 -2.2187 0.7527
C -2.1074 -2.4610 1.7495
H 1.3229 -0.7474 -0.5033
H 0.1605 -0.0274 0.4767
H 0.8419 0.9697 -0.7864
H 0.2122 -2.4000 -1.6521
H -1.1179 -1.9850 -2.5371
H -1.6875 -3.3907 -0.7286
H -2.6224 -1.8566 -0.6430
H -1.7634 -2.2510 2.7623
H -2.2587 -3.5375 1.8289
H -3.0193 -1.8720 1.6521
C 5.9139 2.7970 -3.1145
C 4.7920 2.3637 -3.8410
C 3.5418 2.3973 -3.2121
C 3.3895 2.7245 -1.8577
C 4.4906 3.1413 -1.1184
C 5.7782 3.1754 -1.7451
H 6.8910 2.7602 -3.5732
H 4.8015 2.0930 -4.8864
H 2.6555 2.0436 -3.7178
H 2.3892 2.6417 -1.4589
H 4.4797 3.4377 -0.0799
H 6.6820 3.3997 -1.1981

68
Properties=species:S:1:pos:R:3 method="wB97M-V/def2-TZVPD" gap_ev=4.85 e_tot_ha=-13053.211831 e_above_lowest_kcal_mol=0.0 charge=-2 e_lumo_ha=0.13409
Cs -0.0778 2.1343 1.0273
N -2.5260 1.1443 3.2703
C -2.9849 -0.1608 3.7453
C -1.8428 -0.9721 4.3457
N -0.8515 -1.3028 3.3341
C 0.4399 -1.6865 3.8878
C 1.5038 -1.6641 2.7979
N 1.5035 -0.3669 2.1547
H -2.8282 1.8895 3.8812
H -2.8503 1.3444 2.3270
H -3.4076 -0.7177 2.9077
H -3.7758 -0.0670 4.4991
H -2.2379 -1.8954 4.7868
H -1.3922 -0.3864 5.1644
H -0.6831 -0.4627 2.7814
H 0.3699 -2.6860 4.3310
H 0.7445 -0.9945 4.6905
H 1.2650 -2.4267 2.0485
H 2.4662 -1.9491 3.2500
H 2.1028 -0.3036 1.3368
H 1.8466 0.3925 2.7502
Br 6.1031 5.9149 2.6932
C 5.0636 4.5134 1.9364
C 5.3261 4.0539 0.6667
Br 6.7323 4.8018 -0.3716
C 4.5310 3.0149 0.1397
Br 4.8429 2.3390 -1.6181
C 3.4788 2.3990 0.8327
O 2.7650 1.4605 0.3367
C 3.1939 2.8928 2.2007
O 2.2381 2.3803 2.8761
C 4.0095 3.9348 2.6739
Br 3.5997 4.5421 4.4344
C -1.4790 -0.0400 -4.5411
C -0.6665 0.9501 -3.7164
S -0.0688 0.3108 -2.1244
C 1.7197 0.2117 -2.3545
C 2.2403 -1.0216 -3.0809
S 1.7467 -2.5970 -2.3155
C 0.6576 -3.3551 -3.5520
C -0.6814 -2.6759 -3.8265
S -0.5603 -1.4615 -5.1824
H -1.8706 0.4676 -5.4259
H -2.3448 -0.4000 -3.9886
H -1.2985 1.8139 -3.4967
H 0.1986 1.3004 -4.2817
H 2.1430 0.2962 -1.3502
H 2.0572 1.1140 -2.8695
H 3.3315 -0.9877 -3.0694
H 1.9091 -1.0436 -4.1179
H 0.4727 -4.3482 -3.1349
H 1.2137 -3.5043 -4.4809
H -1.0367 -2.1608 -2.9375
H -1.4290 -3.4184 -4.1078
O -4.6695 -0.5883 -2.8802
C -4.0539 -1.5994 -2.3124
O -4.1108 -2.7340 -2.7551
C -3.2517 -1.3002 -1.0998
C -2.5326 -2.2593 -0.4151
N -1.9381 -1.6400 0.6121
N -2.2224 -0.3362 0.6566
C -3.0149 -0.0997 -0.3745
C -3.4914 1.3208 -0.6011
O -4.1738 1.5100 -1.6532
O -3.1722 2.1669 0.2440
H -4.4730 0.3157 -2.3676
H -2.4240 -3.3125 -0.6103
H -1.3943 -2.0045 1.3930

18
Properties=species:S:1:pos:R:3 method="wB97M-V/def2-TZVPD" gap_ev=10.26 e_tot_ha=-401.357337 e_above_lowest_kcal_mol=35.0 e_lumo_ha=0.02687
N -1.3762 -0.2979 -0.2610
C -0.0699 -0.9205 -0.1196
C 0.9661 0.1894 0.1579
O 0.8077 0.7540 1.4693
C 0.3499 -1.6460 -1.3744
O -0.5416 -2.7169 -1.6205
H -1.6716 0.0603 0.6414
H -2.0536 -1.0174 -0.4728
H 0.0085 -1.6007 0.7328
H 2.0234 -0.0542 0.0751
H 0.7299 0.9537 -0.5750
H 0.0604 1.3636 1.4273
H 0.3102 -0.9452 -2.2215
H 1.3819 -1.9587 -1.2609
H -0.2656 -3.1597 -2.4304
O -0.4439 3.4607 2.1896
H -0.6922 3.8202 1.3318
H 0.4767 3.7154 2.3109